Entry 1:
This record from the OMol25 dataset describes a structure of composition C16H24Br2O2PdSe2. The level of theory is ωB97M-V/def2-TZVPD.

Geometry as XYZ:
```
47
Properties=species:S:1:pos:R:3:nbo_charge:R:1
Pd -1.332 0.687 -1.696 0.699
Br -3.665 1.624 -2.439 -0.764
C -1.779 -0.892 -2.903 -0.660
Br -0.950 -2.648 -2.688 -0.119
H -1.466 -0.584 -3.912 0.191
H -2.850 -1.124 -2.915 0.197
O 4.528 2.561 -0.525 -0.754
C 3.367 3.377 -0.639 -0.052
C 2.117 2.560 -1.039 -0.162
C 2.036 1.298 -0.162 -0.090
O 2.456 1.472 1.174 -0.738
C 2.323 2.168 -2.502 -0.560
Se 0.929 1.115 -3.389 -0.365
C 0.919 3.504 -0.868 -0.559
Se -0.855 2.780 -0.406 -0.327
H 5.294 3.072 -0.792 0.463
H 3.525 4.157 -1.391 0.158
H 3.188 3.869 0.328 0.160
H 2.638 0.506 -0.631 0.155
H 0.995 0.958 -0.110 0.243
H 3.400 1.662 1.140 0.460
H 3.237 1.573 -2.580 0.199
H 2.449 3.078 -3.103 0.184
H 0.784 4.077 -1.789 0.204
H 1.118 4.210 -0.056 0.192
C -2.863 -0.180 0.980 -0.618
C -1.459 -0.807 1.022 -0.221
C -0.638 -0.080 2.120 -0.610
C -0.800 -0.658 -0.313 -0.256
C -1.481 -2.287 1.396 0.031
C -0.329 -3.062 1.258 -0.141
C -0.303 -4.390 1.635 -0.237
C -1.424 -4.990 2.188 -0.253
C -2.572 -4.236 2.332 -0.222
C -2.602 -2.908 1.945 -0.226
H -2.768 0.870 0.678 0.247
H -3.343 -0.196 1.959 0.179
H -3.498 -0.698 0.258 0.219
H -0.603 0.987 1.901 0.248
H 0.383 -0.455 2.156 0.204
H -1.105 -0.226 3.095 0.180
H 0.200 -1.089 -0.413 0.129
H 0.565 -2.633 0.831 0.211
H 0.608 -4.960 1.505 0.193
H -1.398 -6.025 2.507 0.189
H -3.457 -4.680 2.769 0.189
H -3.519 -2.357 2.081 0.210
```

Computed properties:
F_max   0.9 eV/A
Total charge   -2
Gap between HOMO and LUMO (spin up / spin down)   5.105 / 5.350 eV
Energy above the lowest of the compared OMol25 structures with the same formula, charge and spin   8.08 kcal per mole
2S+1   3
E_HOMO (spin up / spin down)   -0.71 / -0.96 eV
E_tot   -10853.2814 Ha

---

Entry 2:
This record from the OMol25 dataset describes a structure of composition C16H24CaN8. The level of theory is ωB97M-V/def2-TZVPD.

Geometry as XYZ:
```
49
Properties=species:S:1:pos:R:3:nbo_charge:R:1
Ca -0.026 -0.676 0.023 1.995
C 8.035 1.568 -0.784 -0.701
C 6.728 1.179 -0.060 0.323
N 5.752 0.882 0.445 -0.403
H 8.076 2.652 -0.675 0.260
H 8.074 1.113 -1.774 0.261
H 8.870 1.121 -0.245 0.260
C 3.553 -7.976 -2.314 -0.737
C 3.118 -6.851 -1.540 0.331
N 2.784 -5.895 -0.936 -0.398
H 3.565 -7.598 -3.337 0.264
H 2.857 -8.813 -2.370 0.270
H 4.522 -8.269 -1.911 0.270
C -3.019 -2.898 -7.304 -0.721
C -2.435 -2.917 -5.927 0.334
N -1.944 -2.895 -4.902 -0.402
H -3.739 -2.084 -7.392 0.260
H -3.521 -3.841 -7.521 0.266
H -2.259 -2.619 -8.035 0.264
C -5.304 -5.517 4.193 -0.718
C -4.115 -4.874 3.546 0.335
N -3.239 -4.358 2.995 -0.408
H -5.479 -6.464 3.681 0.263
H -6.183 -4.906 3.990 0.262
H -5.112 -5.739 5.243 0.266
C -7.305 2.644 1.093 -0.735
C -6.289 1.745 0.509 0.334
N -5.455 1.125 0.035 -0.395
H -6.920 3.613 1.411 0.265
H -7.734 2.191 1.987 0.262
H -8.183 2.814 0.471 0.270
C 0.535 1.282 8.339 -0.729
C 0.524 1.101 6.904 0.333
N 0.414 0.894 5.739 -0.404
H 0.976 2.259 8.536 0.265
H 1.229 0.527 8.706 0.266
H -0.481 1.177 8.720 0.269
C 2.038 4.372 -6.148 -0.728
C 1.924 3.188 -5.272 0.331
N 1.883 2.203 -4.648 -0.398
H 2.292 3.999 -7.140 0.267
H 2.880 5.009 -5.876 0.265
H 1.134 4.982 -6.147 0.264
C 1.402 7.324 2.872 -0.715
C 0.719 6.227 2.134 0.322
N 0.210 5.358 1.551 -0.394
H 2.193 6.911 3.497 0.259
H 0.655 7.749 3.542 0.264
H 1.799 7.980 2.096 0.264
```

Computed properties:
F_max   5.2 eV/A
Total charge   +2
Gap between HOMO and LUMO   4.798 eV
Energy above the lowest of the compared OMol25 structures with the same formula, charge and spin   252.42 kcal per mole
2S+1   1
E_HOMO   -14.95 eV
E_tot   -1738.9973 Ha

---

Entry 3:
This record from the OMol25 dataset describes a structure of composition C16H24Cl5N4Pt. The level of theory is ωB97M-V/def2-TZVPD.

Geometry as XYZ:
```
50
Properties=species:S:1:pos:R:3:nbo_charge:R:1
Pt 0.434 0.010 -0.477 0.708
C 0.109 1.554 2.537 -0.509
C 0.668 2.511 1.303 -0.307
N 1.133 1.816 0.093 -0.612
C 2.612 1.673 0.269 -0.229
C 3.196 0.691 -0.726 -0.236
N 2.480 -0.606 -0.624 -0.632
C 2.772 -1.553 -1.744 -0.221
C 1.593 -1.755 -2.688 -0.438
C 0.462 -2.582 -2.087 -0.221
N -0.211 -1.928 -0.916 -0.606
C -0.095 -2.778 0.306 -0.218
C -0.622 -2.081 1.560 -0.236
N 0.246 -0.962 1.929 -0.672
C -0.412 0.132 2.644 -0.257
H 0.710 1.947 3.346 0.231
H -2.126 2.712 2.461 0.089
H -1.544 3.776 0.938 -0.014
H -0.465 3.699 2.553 0.070
H 0.978 2.475 -0.669 0.414
H 3.086 2.650 0.182 0.237
H 2.768 1.322 1.292 0.213
H 3.080 1.050 -1.749 0.217
H 4.265 0.566 -0.530 0.216
H 2.766 -1.051 0.243 0.394
H 3.633 -1.177 -2.300 0.215
H 3.072 -2.511 -1.311 0.205
H 1.216 -0.788 -3.027 0.240
H 1.958 -2.289 -3.569 0.240
H -0.291 -2.810 -2.840 0.231
H 0.874 -3.535 -1.747 0.199
H -1.196 -1.823 -1.142 0.412
H -0.601 -3.730 0.130 0.214
H 0.968 -2.992 0.453 0.190
H -1.621 -1.690 1.350 0.208
H -0.731 -2.818 2.362 0.206
H 1.054 -1.292 2.443 0.372
H -1.450 0.141 2.299 0.213
H -0.477 -0.088 3.718 0.205
Cl -0.991 2.739 1.728 0.955
C -2.013 1.546 0.479 -0.268
C -1.436 0.794 -0.550 -0.329
C -2.283 0.511 -1.631 0.006
Cl -1.628 -0.194 -3.086 0.002
C -3.651 0.782 -1.628 -0.121
Cl -4.648 0.363 -2.959 0.083
C -4.219 1.398 -0.516 -0.100
Cl -5.907 1.688 -0.450 0.085
C -3.377 1.806 0.516 -0.087
Cl -4.136 2.680 1.830 0.045
```

Computed properties:
F_max   1.5 eV/A
Total charge   +1
Gap between HOMO and LUMO   7.457 eV
Energy above the lowest of the compared OMol25 structures with the same formula, charge and spin   7.90 kcal per mole
2S+1   1
E_HOMO   -10.31 eV
E_tot   -3262.6402 Ha

---

Entry 4:
This record from the OMol25 dataset describes a cluster of 3 separate species, C16H24ClN2O2 in total. The level of theory is ωB97M-V/def2-TZVPD.

Geometry as XYZ:
```
45
Properties=species:S:1:pos:R:3:nbo_charge:R:1
C -0.259 10.585 66.467 -0.425
N 0.674 10.197 65.359 -0.295
C 1.875 10.840 65.271 0.127
C 2.553 11.037 64.105 -0.259
C 1.915 10.576 62.856 0.130
C 0.496 9.988 62.954 -0.241
C 0.014 9.743 64.129 0.083
C 2.440 10.984 61.508 0.004
C 3.876 10.773 61.238 -0.227
C 4.331 10.794 59.964 0.101
N 3.414 10.971 58.863 -0.217
C 2.070 11.257 59.059 0.090
C 1.602 11.250 60.310 -0.197
C 3.633 10.124 57.751 -0.422
H 0.059 11.560 66.597 0.226
H -0.594 9.874 67.384 0.286
H -1.338 10.694 65.873 0.229
H 2.333 11.079 66.257 0.253
H 3.571 11.478 64.186 0.275
H -0.139 10.031 62.094 0.268
H -1.054 9.333 64.490 0.267
H 4.719 10.472 62.048 0.267
H 5.322 10.853 59.825 0.236
H 1.193 11.517 58.366 0.351
H 0.585 11.267 60.455 0.229
H 2.752 9.878 57.389 0.255
H 4.329 9.313 57.878 0.227
H 4.212 10.691 57.157 0.246
Cl 0.441 11.169 55.680 -0.868
C 8.160 12.810 54.740 -0.255
O 6.885 13.296 55.104 -0.546
C 5.785 12.546 54.676 -0.064
C 4.567 13.080 54.998 -0.090
O 4.501 13.223 56.358 -0.560
C 3.170 13.721 56.850 -0.263
H 8.285 11.872 55.105 0.151
H 9.180 13.186 55.280 0.210
H 8.031 12.682 53.638 0.178
H 5.856 11.619 55.011 0.156
H 5.844 12.548 53.520 0.164
H 3.779 12.477 54.596 0.198
H 4.387 14.074 54.479 0.164
H 3.192 13.766 58.039 0.153
H 2.465 12.987 56.562 0.211
H 2.861 14.661 56.419 0.197
```

Computed properties:
F_max   7.6 eV/A
Total charge   +1
Gap between HOMO and LUMO   2.571 eV
Energy above the lowest of the compared OMol25 structures with the same formula, charge and spin   16.13 kcal per mole
2S+1   1
E_HOMO   -9.29 eV
E_tot   -1343.6276 Ha

---

Entry 5:
This record from the OMol25 dataset describes a cluster of 2 separate species, C16H24F3N2 in total. The level of theory is ωB97M-V/def2-TZVPD.

Geometry as XYZ:
```
45
Properties=species:S:1:pos:R:3:nbo_charge:R:1
C 2.817 -0.152 -0.748 -0.373
N 3.137 -0.333 0.623 -0.456
C 2.958 0.781 1.497 -0.196
C 3.679 0.648 2.845 -0.404
C 3.504 -0.742 3.449 -0.399
C 3.903 -1.832 2.456 -0.404
C 3.179 -1.673 1.113 -0.194
H 3.317 -0.929 -1.344 0.202
H 1.733 -0.213 -0.959 0.105
H 3.165 0.837 -1.080 0.208
H 3.315 1.677 0.962 0.199
H 1.877 0.949 1.696 0.140
H 4.746 0.853 2.685 0.205
H 3.299 1.415 3.529 0.217
H 4.106 -0.833 4.356 0.222
H 2.453 -0.881 3.728 0.191
H 4.983 -1.786 2.267 0.206
H 3.683 -2.825 2.861 0.216
H 2.149 -2.079 1.220 0.133
H 3.672 -2.286 0.340 0.196
C -0.683 -2.719 -2.576 -0.429
N -1.588 -1.673 -2.088 -0.247
C -2.988 -2.063 -1.893 -0.434
C -1.132 -0.469 -1.806 0.267
C -1.966 0.593 -1.269 -0.093
C -2.795 0.402 -0.134 -0.183
C -3.661 1.399 0.283 -0.167
C -3.681 2.620 -0.387 -0.090
C -4.636 3.685 0.066 0.971
F -4.163 4.942 -0.185 -0.311
F -5.848 3.577 -0.571 -0.314
F -4.885 3.608 1.409 -0.313
C -2.845 2.860 -1.476 -0.162
C -1.981 1.860 -1.899 -0.170
H -1.265 -3.641 -2.661 0.236
H -0.263 -2.452 -3.556 0.244
H 0.147 -2.866 -1.871 0.245
H -3.084 -3.072 -2.299 0.235
H -3.261 -2.087 -0.830 0.238
H -3.685 -1.392 -2.415 0.251
H -0.108 -0.246 -2.133 0.239
H -2.764 -0.540 0.416 0.225
H -4.332 1.228 1.123 0.257
H -2.882 3.817 -1.988 0.258
H -1.328 2.033 -2.756 0.234
```

Computed properties:
F_max   2.1 eV/A
Total charge   +1
Gap between HOMO and LUMO   5.305 eV
Energy above the lowest of the compared OMol25 structures with the same formula, charge and spin   0.00 kcal per mole
2S+1   1
E_HOMO   -10.27 eV
E_tot   -1032.9213 Ha